36
Properties=species:S:1:pos:R:3:mulliken_charge:R:1 method="wB97M-V/def2-TZVPD" max_force_ha_per_bohr=0.02477 total_charge=+2 e_tot_ha=-3402.67875 de_lowest_kcal_mol=30.3 e_homo_ha="-0.5576 / -0.5582" lumo_ev="-10.393 / -10.380"
Au 0.154 -0.108 0.069 0.543
Se 0.827 -1.896 -2.506 0.153
N -0.124 -3.760 2.462 -0.358
N 3.503 -1.078 -3.470 -0.279
N 2.360 4.210 4.133 -0.325
N 1.738 1.082 0.596 -0.465
N -1.480 -2.975 0.805 -0.093
N -3.249 -2.570 -0.610 0.114
N 0.541 -1.869 1.295 -0.430
N -1.505 -1.054 -0.562 -0.674
C 2.512 3.548 3.209 -0.204
C -4.031 -1.665 -1.466 -1.187
C 2.679 2.706 2.052 0.153
C 1.633 1.893 1.663 0.215
C 3.959 1.852 0.218 -0.758
C -3.813 -3.895 -0.310 -1.199
C -2.074 -2.164 -0.139 0.829
C 3.863 2.687 1.320 -0.091
C -0.306 -2.821 1.528 0.642
C 2.459 -1.410 -3.091 0.266
C 2.886 1.059 -0.119 0.312
H -3.632 -1.628 -2.481 0.363
H -3.046 -4.668 -0.337 0.479
H -4.066 -0.664 -1.036 0.468
H 0.709 -3.759 3.030 0.204
H -4.525 -4.143 -1.090 0.401
H -2.044 -3.762 1.083 0.127
H -0.776 -4.510 2.622 0.176
H -4.338 -3.902 0.647 0.369
H 2.926 0.389 -0.969 -0.015
H 0.697 1.899 2.205 0.509
H 4.692 3.318 1.615 0.537
H 4.857 1.814 -0.382 0.454
H -5.050 -2.036 -1.513 0.393
H -2.030 -0.576 -1.279 0.216
H 1.343 -1.857 1.912 0.155


36
Properties=species:S:1:pos:R:3:mulliken_charge:R:1 method="wB97M-V/def2-TZVPD" max_force_ha_per_bohr=0.05177 e_tot_ha=-1132.26283 de_lowest_kcal_mol=24.7 e_homo_ha=-0.3042 lumo_ev=-0.745
Mg 2.410 0.863 0.035 0.949
O 2.353 1.299 2.025 -0.680
O 0.765 -0.102 1.289 -0.672
N 1.353 -0.497 -2.727 -0.271
N -1.150 0.117 -2.951 0.320
N -1.451 0.042 -1.614 -0.672
N 0.753 1.864 -2.617 -0.010
N 1.947 -0.517 -1.481 0.334
N 1.300 2.059 -1.348 -0.213
C 0.743 3.027 -3.293 -0.123
C 1.850 -1.500 -3.474 -0.125
C 2.678 -2.273 -2.666 -1.112
C -1.876 -2.508 2.254 -0.890
C 1.300 0.570 2.215 0.247
C 2.645 -1.667 -1.408 -0.075
C -2.719 -0.330 -1.493 -0.240
C -2.258 -0.185 -3.677 -0.352
C 1.444 3.393 -1.209 -0.002
C -3.288 -0.499 -2.781 -0.739
C 1.167 4.025 -2.431 -1.066
B 0.333 0.534 -3.278 0.461
H -2.237 -0.197 -4.755 0.438
H -2.467 -3.120 1.563 0.268
H -3.209 -0.458 -0.530 0.441
H 0.484 3.019 -4.343 0.424
H 3.207 -3.168 -2.959 0.378
H -1.083 -1.971 1.719 0.070
H 1.244 5.071 -2.661 0.371
H -2.503 -1.781 2.720 0.272
H -1.445 -3.159 3.024 0.296
H 3.037 -1.977 -0.443 0.409
H 1.563 -1.525 -4.519 0.421
H 1.682 3.827 -0.254 0.490
H -4.287 -0.798 -3.011 0.391
H 0.393 0.575 -4.481 -0.159
H 0.870 0.550 3.237 0.421


36
Properties=species:S:1:pos:R:3:mulliken_charge:R:1 method="wB97M-V/def2-TZVPD" multiplicity=5 max_force_ha_per_bohr=0.17809 total_charge=+2 e_tot_ha=-1050.42945 de_lowest_kcal_mol=72.3 e_homo_ha="-0.6040 / -0.6000" lumo_ev="-6.965 / -11.243"
Pt -1.214 0.165 0.364 1.151
O -3.022 0.489 0.791 -0.389
O -2.733 2.470 2.105 -0.389
N -1.511 -1.908 0.361 -0.462
N 0.963 -2.724 -1.906 0.424
N -1.253 -2.918 -0.525 0.021
N 1.583 -1.792 -1.170 -0.453
N -1.481 -0.354 -1.648 -0.480
N -1.268 -1.470 -2.402 0.014
C -1.851 -4.050 -0.065 -0.103
C -2.395 -3.768 1.223 -1.101
C -1.883 -1.295 -3.598 -0.050
C 3.216 -2.973 -2.182 -0.558
C 1.932 -3.497 -2.564 -0.002
C 2.903 -1.901 -1.305 -0.140
C -2.314 1.530 1.436 0.411
C -2.115 -2.395 1.474 0.113
C 3.008 3.391 0.475 -0.972
C -2.387 0.025 -3.642 -1.109
C -2.067 0.609 -2.400 0.080
B -0.601 -2.790 -1.929 0.471
H -1.010 1.382 1.225 0.394
H 2.643 4.413 0.443 0.292
H -1.931 -2.059 -4.334 0.499
H 1.613 -4.337 -3.244 0.437
H 3.972 3.407 -0.022 0.287
H -1.864 -4.968 -0.588 0.499
H -2.883 -4.408 1.864 0.479
H -0.973 -3.698 -2.633 -0.057
H 2.312 2.708 -0.011 0.098
H 4.233 -3.297 -2.472 0.413
H -2.294 -1.758 2.307 0.460
H 3.151 3.120 1.441 0.301
H 3.552 -1.203 -0.762 0.487
H -2.196 1.577 -1.962 0.469
H -2.900 0.498 -4.416 0.466


36
Properties=species:S:1:pos:R:3:mulliken_charge:R:1 method="wB97M-V/def2-TZVPD" multiplicity=5 max_force_ha_per_bohr=0.07744 total_charge=+2 e_tot_ha=-1026.22971 de_lowest_kcal_mol=10.0 e_homo_ha="-0.6070 / -0.6068" lumo_ev="-8.651 / -10.517"
Ru 1.753 0.630 1.084 1.111
O 1.810 -0.247 2.801 -0.534
O 0.478 1.528 3.028 -0.479
N 0.622 1.809 -1.490 -0.004
N -1.216 0.081 -1.713 0.439
N -1.384 -0.050 -0.355 -0.379
N 1.609 -0.730 -0.390 -0.097
N 0.770 1.903 -0.090 -0.284
N 1.253 -0.567 -1.730 -0.153
C -2.621 -0.402 -0.098 -0.135
C 1.047 3.940 -1.027 -1.070
C 1.894 -1.504 -2.463 0.056
C 2.320 -1.887 -0.302 -0.230
C 2.558 -2.363 -1.593 -1.026
C -2.398 -0.192 -2.308 -0.046
C 1.257 0.680 3.537 0.384
C -3.326 -0.517 -1.321 -0.674
C -2.237 -2.667 3.800 -0.880
C 0.856 3.013 -2.044 0.056
C 0.946 3.235 0.174 -0.018
B 0.239 0.503 -2.210 0.345
H -2.485 -0.138 -3.374 0.505
H -1.469 -3.310 4.239 0.285
H 2.594 -2.263 0.676 0.551
H -4.346 -0.803 -1.421 0.459
H -3.049 -2.582 4.457 0.310
H 3.147 -3.231 -1.847 0.419
H 0.223 0.605 -3.396 -0.020
H 1.834 -1.487 -3.551 0.473
H 1.528 0.670 4.604 0.433
H 1.016 3.549 1.207 0.519
H 0.872 3.129 -3.136 0.459
H -2.567 -3.107 2.854 0.218
H 1.237 5.006 -1.128 0.421
H -1.806 -1.682 3.601 0.072
H -2.959 -0.554 0.924 0.515


27
Properties=species:S:1:pos:R:3:mulliken_charge:R:1 method="wB97M-V/def2-TZVPD" max_force_ha_per_bohr=0.04162 e_tot_ha=-482.88014 smiles=Cc1c[nH]c2ccccc12.CC de_lowest_kcal_mol=22.0 e_homo_ha=-0.2789 lumo_ev=0.899
N -0.003 0.567 1.119 0.028
C -1.825 -0.782 1.069 0.365
C -3.080 -1.410 1.553 -1.333
C 3.670 0.812 0.470 -0.914
C -0.604 1.041 -2.488 -0.384
C -0.809 -0.265 1.855 -0.556
C -1.476 -0.355 -0.255 0.933
C -2.144 -0.525 -1.454 -0.402
C -1.605 0.112 -2.582 -0.724
C 3.077 -0.582 0.243 -0.464
C -0.343 0.494 -0.224 -0.227
C 0.066 1.289 -1.279 -0.725
H -3.142 -0.941 -1.511 0.306
H 0.755 1.008 1.615 0.244
H 3.183 1.585 -0.130 0.205
H 2.036 -0.552 0.589 -0.032
H -2.853 -2.445 1.853 0.294
H -0.354 1.620 -3.370 0.358
H 0.704 2.138 -1.087 0.420
H 3.783 1.025 1.530 0.281
H -3.858 -1.517 0.797 0.323
H -2.076 -0.115 -3.533 0.376
H 4.630 0.984 -0.035 0.355
H 2.991 -0.667 -0.837 0.227
H -3.489 -0.878 2.401 0.312
H 3.579 -1.392 0.757 0.352
H -0.810 -0.250 2.936 0.381


27
Properties=species:S:1:pos:R:3:mulliken_charge:R:1 method="wB97M-V/def2-TZVPD" max_force_ha_per_bohr=0.09522 e_tot_ha=-482.59694 de_lowest_kcal_mol=199.7 e_homo_ha="-0.2920 / -0.2986" lumo_ev="-0.537 / 0.016"
N 3.086 -0.912 1.583 -0.606
C 1.132 -0.177 -0.957 -0.455
C -2.824 -0.038 0.575 -1.490
C 1.596 1.807 0.388 -2.307
C -0.703 1.185 -0.583 -0.422
C 0.399 -1.278 -1.339 -0.361
C 2.476 -1.787 2.185 -0.195
C -0.968 0.794 -2.087 -0.752
C -1.024 -1.245 -0.693 -0.838
C -0.790 -0.732 -2.060 -0.220
C -1.370 0.007 0.197 0.721
C 0.746 0.962 -0.444 1.226
H -2.015 0.965 -2.445 0.340
H 2.624 -0.115 1.100 0.291
H -1.084 2.127 -0.099 0.508
H 0.903 -2.188 -1.729 0.472
H -3.270 -0.794 0.071 0.459
H -1.491 -2.216 -0.582 0.501
H 1.249 2.758 0.325 0.647
H -3.284 0.919 0.366 0.325
H 3.110 -2.340 2.762 0.294
H 2.671 1.832 0.030 0.374
H 1.434 -2.135 2.012 0.177
H -0.617 -0.120 1.129 0.172
H 1.545 1.571 1.471 0.423
H -0.503 1.386 -2.844 0.417
H -3.029 -0.238 1.669 0.299


27
Properties=species:S:1:pos:R:3:mulliken_charge:R:1 method="wB97M-V/def2-TZVPD" max_force_ha_per_bohr=0.09597 e_tot_ha=-482.81549 smiles=Cc1c[nH]c2ccccc12.CC de_lowest_kcal_mol=62.6 e_homo_ha=-0.2924 lumo_ev=0.925
N 1.159 -1.834 1.628 -0.094
C -2.206 -2.678 0.002 -1.112
C -0.857 3.848 0.142 -1.023
C -0.056 -0.320 -1.442 -0.864
C 2.410 -0.615 -0.079 -0.401
C -0.401 2.368 0.421 -0.365
C 1.275 -1.255 0.373 -0.176
C -0.241 -2.262 1.626 -0.790
C 0.087 -1.227 -0.359 0.968
C 1.097 0.257 -1.885 -0.025
C -0.839 -2.104 0.428 0.441
C 2.400 -0.099 -1.358 -0.815
H 1.070 0.896 -2.814 0.309
H 0.577 2.174 0.861 0.318
H -1.466 3.921 -0.875 0.225
H -2.362 -3.609 0.749 0.310
H -2.150 -2.894 -1.098 0.311
H -0.394 1.751 -0.572 -0.116
H -0.767 -2.560 2.475 0.450
H 3.367 0.286 -1.622 0.357
H -1.056 -0.306 -1.873 0.411
H 1.752 -1.870 2.424 0.151
H -1.286 1.871 1.037 0.205
H -2.959 -1.925 0.096 0.280
H -1.357 4.176 1.000 0.343
H 3.324 -0.559 0.517 0.349
H -0.121 4.567 0.201 0.355


27
Properties=species:S:1:pos:R:3:mulliken_charge:R:1 method="wB97M-V/def2-TZVPD" max_force_ha_per_bohr=0.08344 e_tot_ha=-482.84998 smiles=Cc1c[nH]c2ccccc12.CC de_lowest_kcal_mol=40.9 e_homo_ha=-0.2830 lumo_ev=0.912
N 0.710 1.181 -1.703 -0.125
C 1.404 -1.173 -2.044 -0.934
C -1.305 0.919 -0.776 0.675
C -0.390 1.863 -1.278 -0.677
C 0.545 -0.195 -1.509 0.153
C -0.802 -0.399 -1.031 0.798
C -1.337 -1.662 -1.123 -0.408
C 1.656 0.088 2.316 -0.619
C -0.480 -2.684 -1.469 -0.699
C 0.851 0.997 3.126 -0.863
C 0.835 -2.410 -1.895 -0.185
C -2.587 1.266 -0.066 -1.243
H 1.658 0.260 1.248 0.059
H -3.264 0.391 0.046 0.302
H 1.429 -3.335 -2.344 0.180
H -0.199 0.780 3.023 0.223
H -0.804 -3.694 -1.503 0.429
H -2.259 1.614 0.986 0.199
H -2.323 -1.678 -0.587 0.162
H 1.307 -0.970 2.353 0.238
H 1.042 1.012 4.213 0.327
H 1.039 2.075 2.974 0.267
H 1.625 1.479 -1.609 0.278
H 2.390 -0.966 -2.438 0.393
H -3.185 2.239 -0.326 0.313
H 2.679 0.071 2.631 0.361
H -0.235 2.932 -1.214 0.396